Entry 1:
Computed, not measured: a cluster of 9 separate species, C50H114F3N8O6S in total in a non-equilibrium geometry, with wB97M-V/def2-TZVPD.

Structure (XYZ):
```
182
Properties=species:S:1:pos:R:3:forces:R:3
C 1.6887 17.4240 8.3045 0.4 -0.8 -1.2
C 2.3168 16.9422 7.0171 -2.0 -1.0 -2.1
O 1.7864 16.4798 6.0186 1.8 1.1 2.5
N 3.8913 17.0434 6.8814 0.3 -0.7 0.9
H 3.9806 17.3582 5.9258 0.3 -0.5 -0.7
H 4.2998 17.8079 7.3998 -0.1 0.4 0.8
C 4.6816 15.7049 7.1656 -1.1 0.6 -0.6
H 2.1313 16.7844 9.0681 0.2 0.6 0.6
H 0.6170 17.2256 8.2898 0.1 0.0 -0.3
H 1.8546 18.4992 8.3724 0.2 0.0 0.6
H 5.7486 15.8082 6.9685 -0.3 0.4 -0.4
H 4.2108 15.0235 6.4570 0.4 -0.2 0.3
H 4.5877 15.3700 8.1986 -0.5 0.4 0.0
C 0.5951 12.1904 5.1211 -0.1 1.5 -0.2
C 0.3191 13.6585 4.6868 -4.9 1.1 1.2
O -0.6948 14.3021 5.0374 5.0 -2.3 -1.7
N 1.2684 14.2696 3.6431 -1.4 -0.9 -0.8
H 1.2654 15.2766 3.7202 -0.8 0.6 -0.1
H 2.2269 14.0449 3.8685 0.8 -0.6 0.3
C 1.1424 13.7859 2.1407 0.8 0.3 1.2
H 1.6478 12.0828 5.3826 0.0 -0.2 -0.1
H 0.2781 11.4957 4.3432 0.2 0.1 -0.3
H -0.0593 11.9649 5.9631 0.2 0.3 0.1
H 2.1496 14.0086 1.7884 -0.3 0.3 -0.4
H 0.3319 14.2704 1.5962 0.1 0.1 0.4
H 1.0916 12.6990 2.0754 -0.4 0.1 0.5
C 2.9733 9.5388 2.8267 -0.3 0.0 0.2
C 2.9132 9.7969 1.3480 0.3 2.6 0.3
O 2.8656 10.9335 0.8796 0.1 -4.3 0.4
N 2.9910 8.5001 0.4602 -1.8 1.7 0.7
H 3.8732 8.6358 -0.0123 0.0 -0.3 -1.2
H 3.1016 7.6735 1.0300 -0.1 -0.3 0.5
C 1.6815 8.3614 -0.3995 1.2 -0.1 -1.1
H 2.4926 10.4015 3.2880 -0.2 -0.2 0.1
H 3.9754 9.5261 3.2553 0.4 0.2 -0.6
H 2.5647 8.5894 3.1728 -0.5 0.1 -0.3
H 1.7632 9.1444 -1.1534 -0.3 0.0 0.2
H 0.7424 8.4020 0.1523 0.5 0.3 0.6
H 1.7203 7.3931 -0.8985 0.2 0.0 0.1
C 7.0626 12.3915 7.2600 -1.2 -1.5 0.6
C 7.8664 13.0836 8.2635 2.2 1.8 0.8
C 9.3497 12.9678 7.9647 0.9 0.9 0.8
N 10.1622 14.1683 8.6179 1.0 -0.4 0.8
C 10.2243 14.1025 10.1783 0.2 0.0 -1.6
C 11.6260 14.1573 8.0279 -0.2 0.6 -0.5
C 11.8622 15.6101 7.4785 1.4 -0.5 0.3
C 10.8646 16.5858 8.0845 -0.9 -2.5 1.3
C 9.6996 15.6046 8.3080 -1.8 -0.7 -3.2
H 7.0656 11.3432 7.5587 -0.1 -0.3 -0.6
H 7.4402 12.5166 6.2452 -0.4 0.1 0.1
H 6.0445 12.7288 7.4546 -0.2 -0.1 -0.9
H 7.7460 12.7907 9.3064 -0.6 -0.2 -0.1
H 7.6216 14.1445 8.2107 0.0 0.2 0.1
H 9.6061 12.8358 6.9135 -0.2 1.1 -0.3
H 9.7960 12.0407 8.3243 0.0 0.2 0.8
H 9.2666 14.3173 10.6526 -0.1 0.1 -0.4
H 10.9086 14.9400 10.3141 0.2 -0.5 1.0
H 10.5477 13.1009 10.4617 0.5 0.4 0.2
H 12.4197 13.7521 8.6556 -0.5 0.5 1.0
H 11.6664 13.4268 7.2198 -0.5 0.2 -0.2
H 12.8569 16.0117 7.6719 0.2 -0.5 0.2
H 11.8370 15.5047 6.3939 -0.5 0.5 -0.1
H 11.0369 16.8455 9.1290 1.2 0.9 -0.4
H 10.6759 17.4237 7.4134 -0.4 -0.1 0.5
H 8.8263 15.9430 8.8656 0.5 -0.3 0.7
H 9.3113 15.4018 7.3099 -0.5 0.4 -0.4
C 8.6216 5.8730 1.4561 -0.8 -0.1 -0.8
C 8.9531 6.9545 0.4482 1.6 0.1 0.4
C 8.2715 8.3270 0.7704 2.0 -0.7 -1.4
N 9.0138 9.5116 0.1585 0.0 1.4 -1.0
C 9.2448 9.3261 -1.3755 0.1 0.4 1.8
C 10.3801 9.9262 0.8775 -1.9 -0.6 -0.7
C 10.5983 11.3990 0.5636 0.4 0.1 -0.6
C 9.2224 11.9538 0.1731 -0.9 0.8 0.7
C 8.2199 10.8201 0.3244 0.2 -1.0 0.4
H 9.3459 5.8688 2.2707 -0.5 -0.1 0.2
H 8.6584 4.9454 0.8847 0.1 -0.3 0.6
H 7.5768 6.0115 1.7341 0.0 -0.3 0.7
H 8.8735 6.5358 -0.5550 -1.1 0.7 -0.3
H 10.0419 6.9295 0.4928 0.3 1.1 0.2
H 8.2518 8.5686 1.8331 -0.4 -0.4 0.0
H 7.3138 8.2497 0.2556 -0.3 0.5 0.5
H 9.2524 10.3495 -1.7507 -0.1 -0.4 -0.5
H 8.4183 8.7003 -1.7121 0.3 0.2 -0.4
H 10.2365 8.8955 -1.5139 -0.3 -0.3 -0.2
H 11.1057 9.2267 0.4624 0.2 0.1 0.8
H 10.0792 9.8530 1.9226 0.7 -0.6 0.1
H 11.3368 11.5480 -0.2241 -0.2 -0.2 -0.2
H 11.0637 11.9058 1.4090 -0.3 -0.1 0.2
H 9.1871 12.5501 -0.7386 0.2 -0.6 -0.3
H 8.8089 12.6353 0.9166 0.6 0.5 0.2
H 7.2957 10.8626 -0.2520 0.4 -0.3 -0.7
H 7.8403 10.8444 1.3459 0.3 -0.4 0.2
C 3.0191 12.6781 -4.9662 -1.5 1.0 0.1
C 3.0734 13.5623 -3.6603 1.0 -2.1 0.4
C 4.2326 13.1297 -2.8101 2.9 2.1 0.0
N 4.5980 14.1845 -1.7104 -0.1 -2.6 2.7
C 5.6681 13.4836 -0.7399 -0.9 0.9 -0.9
C 3.3605 14.3953 -0.8049 0.3 2.3 0.0
C 2.7864 15.8270 -1.2102 -1.5 -2.1 -0.8
C 3.9714 16.5596 -1.6860 2.6 0.3 -0.9
C 5.0621 15.5261 -2.2278 -0.8 -0.5 -0.1
H 1.9516 12.8074 -5.1444 0.1 -0.4 -1.1
H 3.2234 11.6111 -5.0549 0.0 -0.1 1.3
H 3.6000 13.0443 -5.8127 -0.1 0.8 0.3
H 2.3340 13.3255 -2.8952 -1.4 0.1 -1.0
H 2.9860 14.6214 -3.9030 0.4 -0.1 -0.1
H 5.2154 13.1366 -3.2814 -0.1 -0.4 -0.8
H 4.1294 12.1495 -2.3446 -0.4 0.2 0.2
H 5.2357 12.5550 -0.3673 -0.3 0.2 0.0
H 5.8680 14.1620 0.0896 -0.2 0.0 -0.1
H 6.6177 13.2330 -1.2126 -0.3 0.3 -0.6
H 3.7715 14.5556 0.1918 -0.1 -0.5 0.2
H 2.7158 13.5182 -0.8620 0.0 0.3 0.0
H 2.1678 16.3899 -0.5111 0.7 -0.3 0.9
H 2.0219 15.7711 -1.9851 0.3 -0.6 -0.5
H 4.4481 17.0579 -0.8419 0.0 0.4 -0.2
H 3.7242 17.2633 -2.4809 0.2 0.2 0.3
H 6.1042 15.6594 -1.9376 -0.2 0.4 0.7
H 5.1982 15.3647 -3.2971 -0.8 0.6 -0.2
C 5.4178 3.1878 9.0307 -0.7 0.3 0.6
C 6.0966 4.5513 9.2846 -0.6 -0.1 0.5
C 6.5877 5.1538 7.9939 1.3 0.5 -1.0
N 6.7930 6.6846 7.8862 -2.0 -0.3 -0.5
C 7.8517 7.1256 8.8510 -0.9 0.8 -0.6
C 5.3626 7.3349 8.0310 0.8 1.1 0.0
C 5.4030 8.7512 7.3766 2.3 -1.1 -0.5
C 6.6150 8.6333 6.3817 -0.2 -1.1 -0.8
C 7.1192 7.1966 6.4590 1.1 -1.7 1.0
H 4.6343 3.2047 8.2732 0.4 0.2 -0.6
H 4.7725 3.0272 9.8944 0.5 -0.5 0.4
H 6.1048 2.3539 8.8863 -0.1 0.2 0.0
H 6.8508 4.4067 10.0582 0.4 0.1 -0.3
H 5.3580 5.1892 9.7701 -0.2 0.2 -0.2
H 5.9094 4.9043 7.1779 0.1 -0.1 0.0
H 7.6070 4.8403 7.7688 -0.1 -0.7 -0.2
H 8.8136 6.8319 8.4306 -0.1 0.2 0.1
H 7.7596 6.7180 9.8577 -0.4 0.0 -0.2
H 7.6489 8.1959 8.8121 1.0 0.2 0.7
H 5.1039 7.4066 9.0875 -0.1 -0.4 -0.2
H 4.6576 6.7710 7.4203 0.3 -0.6 0.5
H 5.6834 9.4677 8.1487 -0.8 0.4 -0.3
H 4.5569 8.9543 6.7201 -0.4 0.3 1.0
H 7.4226 9.3542 6.5087 -0.1 -0.1 0.3
H 6.3336 8.6845 5.3299 -0.4 0.7 0.0
H 8.1556 7.0476 6.1559 0.6 0.6 1.1
H 6.7980 6.3868 5.8038 -1.6 0.5 -0.2
C 8.3854 19.1210 5.9465 -0.5 -0.8 0.9
C 8.2009 18.0564 4.8733 1.3 0.6 -2.2
C 8.7510 18.5186 3.4798 -1.5 0.9 -0.1
N 8.6446 17.5982 2.2132 -0.5 -1.6 3.9
C 9.3850 16.2212 2.5733 -1.2 0.8 -0.4
C 9.1750 18.2393 1.0074 0.9 -1.4 -1.1
C 8.0829 18.9378 0.2053 0.8 0.4 0.9
C 6.8183 18.5621 0.9830 -0.9 0.3 -0.4
C 7.1117 17.3194 1.8393 1.2 1.3 -0.9
H 7.8503 18.6515 6.7719 0.0 0.2 0.5
H 7.8922 20.0873 5.8415 0.4 0.0 -0.5
H 9.4095 19.1862 6.3142 0.0 0.4 -0.4
H 7.1365 17.9459 4.6658 0.0 -0.9 0.6
H 8.8105 17.2028 5.1696 -0.8 -0.5 0.2
H 9.7253 19.0031 3.5438 0.2 -0.6 -0.3
H 8.0379 19.3146 3.2653 0.3 0.4 -0.5
H 9.5263 15.6269 1.6706 -0.3 0.3 -0.1
H 8.7280 15.6867 3.2595 -0.1 0.1 -0.1
H 10.3638 16.2912 3.0479 -0.1 0.9 -0.1
H 9.3756 17.2844 0.5216 0.8 0.5 -1.1
H 10.1067 18.7864 1.1507 -0.1 -0.1 0.3
H 8.2427 18.5994 -0.8184 -0.8 -0.1 0.0
H 8.2514 20.0147 0.1947 -0.2 0.0 0.0
H 5.9589 18.4666 0.3195 0.0 -0.5 0.0
H 6.4887 19.3865 1.6154 0.4 0.1 0.2
H 7.0701 16.4290 1.2120 0.3 -0.2 0.4
H 6.4383 17.2332 2.6920 0.6 -0.2 0.1
C 6.0819 12.1164 3.4027 -0.9 0.6 1.0
F 5.7382 11.3528 2.3302 0.7 1.0 0.0
F 5.6770 11.4322 4.4503 -0.7 -0.9 1.1
F 7.4133 12.2099 3.5729 -0.4 0.3 -1.3
S 5.1123 13.7966 3.5822 1.0 1.6 -2.7
O 5.5738 14.4323 4.7511 1.7 0.1 2.4
O 5.4282 14.5994 2.4065 -0.1 -1.2 -0.3
O 3.7271 13.4482 3.7166 -0.9 -1.7 -0.4
```
Forces are in eV/Å.

Properties
Kohn-Sham gap, Ha: 0.307
Relative energy (zero: lowest compared OMol25 entry of this formula, charge and spin), kcal/mol: 124.1
Charge: +7
Multiplicity: 1
HOMO, eV: -22.8

These are the Löwdin partial charges, in e, on atoms 1 to 8: 0.06 -0.30 0.13 0.12 0.16 0.17 0.04 0.11

=====

Entry 2:
Computed, not measured: a cluster of 12 separate species, C50H115NO24 in total in a non-equilibrium geometry, with wB97M-V/def2-TZVPD.

Structure (XYZ):
```
190
Properties=species:S:1:pos:R:3:forces:R:3
C -2.2049 -3.1816 1.3390 -0.5 -2.0 -0.3
C -2.3750 -2.2212 2.3120 -0.4 0.8 0.0
C -2.9616 -2.4678 3.5240 -0.9 -0.3 1.0
C -3.5340 -3.7426 3.8209 -1.0 0.7 1.6
C -3.4652 -4.6992 2.7992 0.4 -0.6 -0.7
C -2.7343 -4.4830 1.6158 -0.8 1.2 0.8
N -4.3542 -3.9380 5.0549 3.9 3.9 -3.3
O -4.9165 -4.9725 5.2221 -2.3 -4.4 0.4
O -4.3937 -2.9963 5.8945 0.2 0.6 0.2
H -1.7812 -2.9402 0.3753 0.1 -0.1 0.0
H -2.2078 -1.1898 2.0387 0.4 0.2 0.3
H -3.1940 -1.6682 4.2118 0.2 0.0 0.0
H -4.0467 -5.6030 2.9057 0.2 -0.2 0.1
H -2.7792 -5.2716 0.8792 0.3 0.0 -0.2
C -3.6845 3.5586 0.2704 -0.7 0.0 0.5
O -4.1057 3.6942 1.6283 1.4 -0.7 -0.4
C -5.1223 4.6221 1.7959 -0.6 -0.5 -1.0
C -5.0863 5.0853 3.1934 0.5 -0.3 0.9
O -5.3703 4.0279 4.1036 0.0 0.4 -1.0
C -5.2124 4.4017 5.4336 -0.5 -1.1 0.9
H -4.5310 3.2310 -0.3332 -0.1 0.0 -0.2
H -2.9176 2.7867 0.2062 0.1 0.2 0.1
H -3.3485 4.5325 -0.0857 0.3 0.0 -0.2
H -6.0506 4.1415 1.4871 -0.5 0.1 0.2
H -4.9702 5.4684 1.1261 0.0 0.4 0.0
H -5.7178 5.9615 3.3401 -0.2 0.1 0.2
H -4.0376 5.3441 3.3393 0.2 0.5 0.3
H -5.2223 3.4784 6.0129 0.0 -0.2 0.0
H -6.0926 4.9423 5.7818 0.2 0.7 0.1
H -4.2542 4.8528 5.6912 0.0 0.6 -0.3
C -6.2765 2.6688 -2.2747 0.6 -0.3 -1.0
O -7.1783 2.1613 -1.3411 -0.5 1.6 1.0
C -7.2409 0.7900 -1.2035 0.2 -1.1 -0.1
C -6.0564 0.1510 -0.4774 0.3 0.5 -1.4
O -4.8739 0.2029 -1.3062 -0.8 -0.7 0.5
C -3.8576 -0.6050 -0.7242 0.5 0.8 -0.3
H -6.2348 3.7578 -2.2978 -0.3 0.0 0.6
H -6.5828 2.3946 -3.2842 -0.1 -0.3 -0.3
H -5.2645 2.2897 -2.1325 0.0 0.0 0.1
H -7.4384 0.3517 -2.1817 0.6 -0.4 -0.4
H -8.1404 0.4975 -0.6616 -0.1 0.5 0.4
H -6.3199 -0.8833 -0.2566 0.1 -0.2 0.1
H -5.8392 0.6854 0.4475 -0.2 0.1 0.2
H -4.0707 -1.6736 -0.6958 -0.4 -0.1 0.0
H -3.6526 -0.2338 0.2799 0.1 -0.3 0.3
H -2.9588 -0.4286 -1.3150 0.0 -0.1 0.0
C 0.6583 -4.9476 -5.4742 0.6 -0.1 1.5
O 0.1133 -4.5041 -4.2560 -1.4 0.2 1.5
C 0.0614 -5.4157 -3.1325 0.1 0.6 0.0
C -0.7444 -4.8403 -1.9250 0.8 -2.7 -0.3
O -0.2658 -3.6628 -1.4382 -1.2 2.5 -1.2
C -1.0038 -2.6441 -2.1241 0.7 2.1 0.8
H 0.2956 -5.9454 -5.7211 -0.2 0.0 -0.4
H 1.7230 -5.0059 -5.2484 0.5 -0.2 -0.9
H 0.4326 -4.1690 -6.2028 0.1 -0.4 -0.1
H 1.0617 -5.6211 -2.7513 0.3 0.0 -0.3
H -0.3872 -6.3635 -3.4299 -0.1 -0.2 -0.1
H -0.5855 -5.4469 -1.0334 -0.1 -1.2 -0.4
H -1.8061 -4.8970 -2.1650 -0.2 0.6 0.1
H -2.0896 -2.6850 -2.0379 -0.1 -1.0 -0.2
H -0.6685 -2.4957 -3.1506 -0.1 -0.4 -0.1
H -0.8521 -1.7032 -1.5952 0.6 0.2 0.1
C 3.2807 2.5402 -0.4148 -0.2 0.4 -0.4
O 4.2918 2.8509 -1.3724 0.2 -0.6 0.8
C 3.8327 3.2020 -2.6443 -0.3 1.0 0.4
C 2.7759 4.3566 -2.7056 1.2 -0.6 -0.5
O 3.0784 5.5352 -1.9490 -0.1 -0.8 0.9
C 4.2927 6.2115 -2.2940 -0.6 -0.6 -1.3
H 3.7357 2.2333 0.5269 0.3 0.5 -0.1
H 2.6157 1.7103 -0.6539 0.1 -0.2 -0.6
H 2.6734 3.4424 -0.3422 -0.2 -0.1 0.7
H 3.4221 2.3204 -3.1365 -0.3 0.0 -0.3
H 4.7344 3.5252 -3.1644 0.0 -0.2 -0.2
H 1.7951 3.9286 -2.4982 -0.1 0.6 0.8
H 2.6962 4.5683 -3.7719 0.1 0.4 -0.3
H 4.6380 6.9690 -1.5904 -0.7 -0.2 0.4
H 4.0347 6.6810 -3.2432 0.6 0.4 -0.2
H 5.1312 5.5346 -2.4579 0.0 -0.2 0.1
C 7.9909 -0.7278 -1.0660 -0.2 -0.1 1.0
O 8.0863 -1.5034 0.1280 -0.5 0.1 0.3
C 6.9190 -2.2332 0.5510 0.8 -0.2 0.4
C 6.6839 -3.5246 -0.2105 0.5 0.5 0.6
O 7.7449 -4.4691 0.0005 -0.6 -0.1 -0.5
C 7.4456 -5.7309 -0.5859 0.9 -0.1 -0.3
H 8.9033 -0.1368 -1.1461 0.4 -0.7 -0.3
H 7.2673 0.0827 -0.9792 -0.7 -0.3 0.0
H 7.7893 -1.3959 -1.9033 0.1 0.4 -0.4
H 5.9923 -1.6595 0.5688 -0.1 0.4 -0.6
H 7.0522 -2.4596 1.6089 0.5 0.0 0.1
H 6.6115 -3.1875 -1.2445 -0.3 -0.8 -0.4
H 5.7623 -3.9378 0.1994 -0.4 -0.1 -0.4
H 8.3752 -6.2567 -0.8043 0.4 0.2 0.3
H 6.9904 -5.6771 -1.5748 -0.5 0.4 0.0
H 6.8873 -6.4133 0.0549 -0.4 0.3 0.2
C 3.3122 -4.2565 -1.9074 0.1 -1.1 0.4
O 3.9466 -3.0218 -2.0399 -0.9 0.5 0.1
C 3.0737 -1.9724 -2.4812 0.9 0.4 0.3
C 3.8947 -0.6723 -2.4421 -0.8 -0.8 -0.5
O 4.8281 -0.6815 -3.5126 -0.2 0.0 0.9
C 5.6615 0.4572 -3.5528 0.1 -0.3 -0.8
H 2.4897 -4.3301 -1.1961 -0.4 0.8 0.1
H 4.0160 -4.9656 -1.4717 0.5 0.0 -0.3
H 2.9519 -4.6670 -2.8507 0.0 0.1 -0.3
H 2.1591 -1.8443 -1.9024 0.2 -0.2 0.9
H 2.6471 -2.1767 -3.4632 0.5 -0.1 -0.6
H 4.4018 -0.5207 -1.4892 0.1 -0.3 0.2
H 3.1568 0.1282 -2.4964 0.0 0.5 -0.4
H 5.1089 1.2635 -4.0351 0.3 0.2 -0.1
H 6.5159 0.1298 -4.1452 0.0 0.4 -0.3
H 6.0788 0.8321 -2.6182 -0.4 -0.3 0.4
C -1.2194 4.3658 -2.5557 0.2 1.5 -0.2
O -1.0231 3.8095 -3.8168 1.2 -0.6 0.2
C -2.1041 3.0748 -4.3076 1.0 0.1 -1.8
C -1.5262 2.1745 -5.4109 -0.6 -1.5 -0.9
O -1.4243 2.8348 -6.6700 1.0 0.4 -1.8
C -0.9932 2.0349 -7.8683 -1.0 -0.1 1.9
H -0.3000 4.7177 -2.0877 0.6 -0.9 -0.1
H -1.7474 3.6984 -1.8745 -0.3 0.3 0.0
H -1.6166 5.3589 -2.7654 -1.3 0.1 0.7
H -2.7784 3.7256 -4.8643 -0.5 0.3 0.2
H -2.6528 2.5607 -3.5185 0.1 -0.4 0.0
H -2.2031 1.3374 -5.5818 -0.4 -0.3 0.3
H -0.5763 1.6900 -5.1850 0.3 0.4 0.5
H -0.2804 1.2453 -7.6303 0.2 0.1 0.4
H -0.5605 2.6264 -8.6751 -0.2 0.6 0.6
H -1.8679 1.5152 -8.2594 -0.2 0.1 0.0
C 0.6606 5.7497 0.4035 -0.4 -1.0 0.4
O -0.6382 5.6503 1.0140 0.2 0.6 1.0
C -0.6860 5.5838 2.4951 0.7 -0.3 -1.9
C -0.3316 4.1926 3.0192 -0.6 0.4 0.8
O 1.0582 4.0020 2.9082 0.6 0.8 -0.6
C 1.6143 2.8729 3.4981 -0.2 -1.4 0.1
H 1.0008 4.7346 0.1989 0.5 -0.1 0.5
H 1.3361 6.2976 1.0604 0.2 -0.1 -0.2
H 0.6512 6.1464 -0.6117 -0.6 0.8 0.3
H -1.6749 5.9953 2.6972 -0.1 -0.7 0.3
H 0.0193 6.2416 3.0029 0.3 0.4 -0.5
H -0.9427 3.4134 2.5637 0.1 -0.2 -0.3
H -0.5520 4.1873 4.0866 -0.4 0.0 0.4
H 1.2943 1.9631 2.9902 0.0 -0.2 -0.4
H 1.3327 2.6557 4.5285 -0.3 0.7 0.4
H 2.7042 2.8753 3.4812 -0.1 0.5 -0.3
C 2.1396 -1.9481 0.8953 0.4 -0.2 -0.2
O 1.5674 -0.7286 0.3973 -0.4 0.4 0.6
C 0.2566 -0.3609 0.9443 0.8 -0.2 0.0
C -0.3152 1.0375 0.5485 0.8 -3.2 -1.4
O -0.8631 0.8481 -0.8387 0.9 1.8 0.6
C 0.0861 1.0733 -1.9188 -0.3 -1.3 0.4
H 3.1484 -2.0527 0.4959 0.0 0.4 -0.4
H 1.6285 -2.8623 0.5936 -0.6 0.2 -0.3
H 2.3109 -2.0613 1.9658 -0.6 0.7 0.4
H 0.2888 -0.3910 2.0334 0.2 -0.1 0.3
H -0.4482 -1.1294 0.6271 -0.2 0.1 0.0
H 0.4388 1.8049 0.7236 -0.1 0.4 -0.7
H -1.1076 1.1258 1.2918 -0.6 0.4 -0.5
H -0.3429 0.8354 -2.8922 -1.1 0.5 0.2
H 0.8158 0.2637 -1.9261 0.8 0.3 0.7
H 0.5295 2.0672 -1.9800 0.0 0.0 0.4
C -6.3369 -0.5709 3.1758 -0.7 0.7 0.6
O -5.1636 -0.1720 3.7887 1.6 0.9 1.1
C -4.5725 1.0139 3.1934 -0.4 -1.7 -0.5
C -3.3608 1.5205 3.9486 0.3 -0.1 0.6
O -2.2590 0.6418 3.8048 0.9 -0.6 -0.7
C -1.1159 0.8198 4.6579 -1.8 -0.4 0.3
H -7.1212 0.1018 3.5229 -0.5 0.7 -0.6
H -6.7203 -1.5000 3.5975 0.8 -0.5 -0.4
H -6.2130 -0.5358 2.0934 -0.4 -0.5 -0.1
H -5.3296 1.7801 3.0267 0.1 0.3 0.4
H -4.2832 0.6514 2.2070 0.5 0.4 -0.4
H -3.6149 1.6069 5.0050 -0.1 0.1 0.3
H -3.0354 2.4963 3.5879 -0.5 0.3 -0.2
H -1.4406 0.5325 5.6580 0.1 0.3 0.4
H -0.7466 1.8453 4.6652 0.1 0.0 -0.1
H -0.3519 0.0836 4.4082 0.0 0.2 -0.5
C 5.7888 -5.2509 2.9695 0.1 0.4 1.5
O 4.5132 -4.9099 2.5158 -0.4 0.6 -0.7
C 3.4890 -5.8022 2.8303 -1.6 -0.2 0.5
C 2.0217 -5.2824 2.6704 0.3 0.2 0.8
O 1.6898 -4.2366 3.6010 0.9 -0.4 -0.7
C 0.4056 -3.6916 3.3919 -0.9 -0.2 -0.1
H 6.2692 -6.1049 2.4919 -0.1 0.0 -0.3
H 5.7392 -5.4235 4.0446 -0.1 -0.6 0.3
H 6.4380 -4.3753 2.9724 -0.1 0.1 -0.8
H 3.4813 -6.1556 3.8614 0.6 0.5 0.6
H 3.5793 -6.7547 2.3080 0.0 0.0 -0.7
H 1.4096 -6.1386 2.9537 -0.1 -0.4 -0.2
H 1.6980 -4.9912 1.6711 0.4 0.1 -0.3
H 0.3604 -2.7053 3.8537 0.1 -0.1 -0.2
H -0.4260 -4.2803 3.7794 0.2 -0.4 0.9
H 0.0453 -3.6805 2.3633 0.8 0.6 -0.5
```
Forces are in eV/Å.

Properties
Kohn-Sham gap (alpha / beta), Ha: 0.112 / 0.259
Charge: -1
Multiplicity: 2
HOMO (alpha / beta), eV: -1.3 / -5.2

These are the Löwdin partial charges, in e, on atoms 1 to 8: -0.15 -0.15 -0.04 -0.14 -0.06 -0.10 -0.47 -0.06